1.
Below is a cluster of 10 separate species, BH22O9 in total in a non-equilibrium geometry, with properties calculated with the ωB97M-V functional and the def2-TZVPD basis.

The geometry in ORCA input format:
```
! wB97M-V def2-TZVPD RIJCOSX def2/J DEFGRID3
* xyz -1 1
B 19.85 0.19 2.51
H 19.63 0.19 1.39
H 19.02 0.63 3.18
H 20.14 -0.84 2.92
H 20.74 0.91 2.56
O 22.65 2.54 1.10
H 23.48 2.07 0.98
H 22.78 3.37 0.62
O 22.60 -0.52 3.56
H 21.68 -0.18 3.39
H 22.82 -0.99 2.75
O 20.84 -3.27 2.38
H 21.25 -3.67 3.15
H 20.65 -2.36 2.66
O 20.16 3.43 2.13
H 20.99 3.15 1.72
H 19.62 2.63 2.15
O 20.62 1.43 5.06
H 21.39 1.99 4.92
H 20.37 1.12 4.16
O 17.62 -1.67 3.05
H 18.34 -1.06 2.77
H 17.14 -1.85 2.23
O 16.46 1.55 3.35
H 17.40 1.32 3.25
H 16.42 1.99 4.21
O 20.42 0.96 -0.73
H 19.97 1.73 -1.08
H 20.14 0.92 0.21
O 17.97 -0.57 5.57
H 18.89 -0.30 5.54
H 17.79 -0.96 4.69
*
```

Calculated values
Relative energy (zero: lowest compared OMol25 entry of this formula, charge and spin)   21.7 kcal/mol
Total energy   -715.207516 a.u.
Frontier orbital gap   0.3575 Ha
E_HOMO   -7.109 eV

***

2.
Below is the molecule C6H12NP3 in a non-equilibrium geometry, with properties calculated with the ωB97M-V functional and the def2-TZVPD basis.

The geometry in ORCA input format:
```
! wB97M-V def2-TZVPD RIJCOSX def2/J DEFGRID3
* xyz 0 1
C 0.29 -0.40 2.91
C 1.44 -0.01 1.99
C 1.08 0.03 0.49
N 1.13 -1.10 -0.29
C 0.58 -0.98 -1.45
C 0.42 -2.12 -2.38
P 0.10 0.80 -1.84
P -2.09 0.56 -1.73
P -2.21 2.50 -0.81
C 0.61 1.22 -0.16
H -0.43 0.27 2.51
H 0.64 -0.11 3.85
H 0.15 -1.46 2.91
H 2.31 -0.59 2.12
H 1.83 0.97 2.20
H -0.54 -2.09 -2.92
H 0.45 -3.16 -1.76
H 1.23 -2.33 -3.06
H -2.38 1.19 -2.90
H -3.56 2.39 -0.53
H -2.02 2.28 0.64
H 0.98 2.15 0.20
*
```

Calculated values
Relative energy (zero: lowest compared OMol25 entry of this formula, charge and spin)   0.0 kcal/mol
Total energy   -1314.543309 a.u.
SMILES   CCC1=NC(C)=P([PH]#[PH2])=C1
Frontier orbital gap   0.2958 Ha
E_HOMO   -8.251 eV

***

3.
Below is the molecule C20H30N4O2 in a non-equilibrium geometry, with properties calculated with the ωB97M-V functional and the def2-TZVPD basis.

The geometry in ORCA input format:
```
! wB97M-V def2-TZVPD RIJCOSX def2/J DEFGRID3
* xyz 0 1
C -5.66 -2.09 -0.60
C -5.17 -0.84 -1.32
C -4.93 0.35 -0.39
C -3.82 0.10 0.64
N -2.55 -0.16 0.00
N -2.00 0.89 -0.60
C -0.90 0.79 -1.26
C -0.34 2.06 -1.83
C 0.96 2.38 -1.08
O 2.04 2.46 -1.63
N 0.78 2.54 0.24
C 1.89 2.46 1.16
C 2.14 1.00 1.59
N 3.43 0.86 2.24
C 4.42 0.18 1.43
C 4.88 1.04 0.26
C 3.37 0.42 3.62
C 2.97 -1.04 3.84
C -0.18 -0.46 -1.36
C 1.03 -0.62 -2.03
C 1.67 -1.85 -2.03
C 1.11 -2.94 -1.36
C -0.09 -2.80 -0.70
C -0.74 -1.57 -0.69
C -2.01 -1.43 0.04
O -2.55 -2.34 0.64
H -6.52 -1.86 0.03
H -5.95 -2.85 -1.31
H -4.87 -2.50 0.03
H -4.25 -1.07 -1.87
H -5.92 -0.54 -2.06
H -5.85 0.58 0.15
H -4.65 1.22 -0.99
H -3.71 0.99 1.27
H -4.05 -0.77 1.26
H -0.12 1.95 -2.89
H -1.06 2.86 -1.69
H -0.15 2.36 0.61
H 2.77 2.85 0.65
H 1.68 3.08 2.04
H 1.33 0.68 2.25
H 2.09 0.38 0.68
H 5.28 -0.02 2.07
H 4.05 -0.78 1.05
H 5.25 2.00 0.62
H 5.68 0.54 -0.27
H 4.07 1.23 -0.45
H 2.66 1.08 4.13
H 4.35 0.60 4.06
H 3.71 -1.71 3.40
H 2.90 -1.25 4.90
H 2.01 -1.26 3.38
H 1.48 0.21 -2.55
H 2.61 -1.96 -2.55
H 1.62 -3.89 -1.37
H -0.55 -3.62 -0.18
*
```

Calculated values
Relative energy (zero: lowest compared OMol25 entry of this formula, charge and spin)   45.9 kcal/mol
Total energy   -1149.637707 a.u.
SMILES   CCCCn1nc(CC(=O)NCCN(CC)CC)c2ccccc2c1=O
Frontier orbital gap   0.3100 Ha
E_HOMO   -8.276 eV

***

4.
Below is a structure of composition C29H63HfNO20 in a non-equilibrium geometry, with properties calculated with the ωB97M-V functional and the def2-TZVPD basis.

The geometry in ORCA input format:
```
! wB97M-V def2-TZVPD RIJCOSX def2/J DEFGRID3
* xyz 2 1
Hf -0.57 -0.92 4.32
N -1.14 0.50 1.28
O -1.77 1.47 1.66
O -0.46 -0.16 2.21
O -1.09 0.13 0.15
O 3.34 0.12 5.30
C 2.11 -0.14 5.02
O 1.67 -0.45 3.86
O 1.20 -0.15 5.91
H 3.39 0.16 6.28
C -0.56 0.05 -3.50
O 0.82 -0.18 -3.62
C 1.59 0.61 -2.73
C 1.91 1.98 -3.29
O 2.71 1.91 -4.44
C 2.99 3.15 -5.03
H -1.00 -0.49 -4.34
H -0.86 1.10 -3.50
H -0.98 -0.48 -2.64
H 2.52 0.09 -2.50
H 1.00 0.82 -1.83
H 2.42 2.60 -2.54
H 1.01 2.53 -3.60
H 3.81 2.98 -5.73
H 3.21 3.88 -4.25
H 2.21 3.54 -5.70
C 4.09 5.97 -0.91
O 3.12 4.96 -1.00
C 2.02 5.18 -0.15
C 1.03 4.05 -0.26
O 0.17 4.37 -1.34
C -0.86 3.43 -1.55
H 4.75 5.86 -1.77
H 4.72 5.98 -0.02
H 3.67 6.97 -1.10
H 1.50 6.11 -0.43
H 2.36 5.31 0.89
H 0.43 3.93 0.66
H 1.48 3.08 -0.53
H -0.56 2.39 -1.73
H -1.27 3.74 -2.52
H -1.62 3.59 -0.78
C 4.80 -4.35 3.17
O 4.51 -3.36 2.19
C 4.67 -2.08 2.74
C 4.40 -1.00 1.71
O 3.25 -1.39 0.97
C 2.53 -0.30 0.46
H 4.22 -5.20 2.82
H 4.32 -4.10 4.13
H 5.86 -4.52 3.34
H 5.69 -1.92 3.12
H 3.98 -1.92 3.58
H 5.24 -0.91 1.01
H 4.26 -0.02 2.18
H 1.67 -0.67 -0.08
H 3.17 0.25 -0.25
H 2.16 0.44 1.18
C -8.78 -1.86 -1.06
O -7.83 -0.87 -1.29
C -6.79 -0.89 -0.34
C -5.62 -0.07 -0.79
O -4.99 -0.75 -1.86
C -3.89 -0.03 -2.38
H -8.42 -2.89 -1.18
H -9.64 -1.66 -1.71
H -9.27 -1.79 -0.07
H -6.44 -1.93 -0.17
H -7.24 -0.59 0.62
H -4.98 0.14 0.09
H -5.92 0.92 -1.13
H -3.48 -0.52 -3.26
H -3.07 0.02 -1.65
H -4.18 0.97 -2.70
C 4.49 -5.41 -3.11
O 3.51 -4.54 -2.60
C 2.32 -4.49 -3.36
C 1.46 -3.36 -2.84
O 1.27 -3.49 -1.45
C 0.15 -2.82 -0.96
H 4.81 -5.13 -4.12
H 4.10 -6.44 -3.10
H 5.33 -5.44 -2.43
H 1.87 -5.49 -3.40
H 2.64 -4.21 -4.37
H 0.49 -3.45 -3.35
H 1.94 -2.40 -3.07
H 0.20 -1.76 -1.22
H 0.06 -2.94 0.12
H -0.76 -3.28 -1.37
O -0.57 1.40 4.37
C -0.71 2.61 4.64
O 0.09 3.21 5.47
C -0.05 4.66 5.34
C -0.85 4.85 4.05
C -1.68 3.57 4.02
H 0.95 5.05 5.15
H -0.48 5.12 6.22
H -0.20 4.88 3.17
H -1.37 5.81 4.04
H -1.89 3.21 3.02
H -2.60 3.66 4.60
O -1.86 -2.33 2.47
C -2.77 -2.79 1.75
O -3.54 -3.73 2.24
C -4.34 -4.31 1.22
C -3.92 -3.64 -0.09
C -3.15 -2.38 0.34
H -5.41 -4.19 1.40
H -4.23 -5.38 1.03
H -4.72 -3.39 -0.79
H -3.26 -4.30 -0.65
H -3.81 -1.51 0.32
H -2.24 -2.25 -0.24
*
```

Calculated values
Total energy   -2749.367462 a.u.
Frontier orbital gap   0.0822 Ha
E_HOMO   -12.306 eV

***

5.
Below is a cluster of 2 separate species, C4H15N2O2 in total in a non-equilibrium geometry, with properties calculated with the ωB97M-V functional and the def2-TZVPD basis.

The geometry in ORCA input format:
```
! wB97M-V def2-TZVPD RIJCOSX def2/J DEFGRID3
* xyz 1 1
N -0.58 -1.10 -0.08
C 0.33 0.16 0.03
C -0.35 1.19 -0.91
C 0.33 2.56 -0.68
O 0.13 2.92 0.69
C 1.67 -0.32 -0.53
N 2.26 -1.29 0.35
H -0.06 -1.98 -0.03
H -1.30 -1.13 0.63
H -1.01 -1.13 -1.00
H 0.27 0.55 1.03
H -0.25 0.79 -1.92
H -1.39 1.30 -0.64
H 1.41 2.56 -0.77
H -0.09 3.33 -1.32
H -0.80 3.11 0.85
H 2.26 0.60 -0.63
H 1.45 -0.75 -1.51
H 2.83 -0.96 1.10
H 2.80 -2.01 -0.09
H -3.12 -2.32 2.37
H -3.60 -3.48 1.59
O -3.21 -2.61 1.48
*
```

Calculated values
Relative energy (zero: lowest compared OMol25 entry of this formula, charge and spin)   27.1 kcal/mol
Total energy   -421.150241 a.u.
Frontier orbital gap   0.3887 Ha
E_HOMO   -13.547 eV

***

6.
Below is a cluster of 2 separate species, C11H15N in total in a non-equilibrium geometry, with properties calculated with the ωB97M-V functional and the def2-TZVPD basis.

The geometry in ORCA input format:
```
! wB97M-V def2-TZVPD RIJCOSX def2/J DEFGRID3
* xyz 0 1
C 1.29 -1.64 1.08
C 0.33 -2.17 0.12
C 0.44 -3.05 -0.91
N -0.59 -2.83 -1.93
C -1.52 -1.99 -1.31
C -2.69 -1.41 -1.86
C -3.27 -0.30 -1.25
C -2.68 0.09 -0.02
C -1.58 -0.50 0.62
C -0.94 -1.51 -0.09
H 2.02 -2.42 1.13
H 0.91 -1.23 2.06
H 1.68 -0.77 0.56
H 1.12 -3.73 -1.18
H -0.72 -3.40 -2.75
H -3.00 -1.82 -2.75
H -4.05 0.30 -1.56
H -3.12 0.89 0.55
H -1.17 -0.01 1.50
C 2.66 2.90 1.29
C 1.71 3.92 0.71
H 3.72 3.22 1.02
H 2.67 2.96 2.34
H 2.50 1.84 1.03
H 0.77 3.49 0.30
H 2.01 4.44 -0.15
H 1.50 4.74 1.45
*
```

Calculated values
Relative energy (zero: lowest compared OMol25 entry of this formula, charge and spin)   39.3 kcal/mol
Total energy   -482.852583 a.u.
SMILES   Cc1c[nH]c2ccccc12.CC
Frontier orbital gap   0.3265 Ha
E_HOMO   -7.942 eV

***

7.
Below is a structure of composition C41H47KN8O2, with properties calculated with the ωB97M-V functional and the def2-TZVPD basis.

The geometry in ORCA input format:
```
! wB97M-V def2-TZVPD RIJCOSX def2/J DEFGRID3
* xyz 0 1
K 0.15 0.11 -1.35
C 4.70 1.14 -2.30
C 3.30 0.64 -2.07
N 2.27 1.38 -2.15
C 2.32 2.80 -2.43
C 1.04 3.44 -1.90
N -0.14 2.96 -2.62
C -1.40 3.15 -1.91
C -2.50 2.23 -2.42
N -2.41 0.92 -1.80
C -3.09 -0.17 -2.48
C -2.75 -1.52 -1.87
N -1.36 -1.89 -2.15
C -0.88 -3.00 -1.76
C -1.67 -4.00 -0.95
C 1.75 -2.68 -1.43
C 3.02 -3.51 -1.30
C 4.15 -2.84 -0.97
C 4.19 -1.43 -0.98
C 3.14 -0.81 -1.67
N 2.04 -1.43 -2.06
H 4.71 2.01 -2.96
H 5.31 0.36 -2.74
H 5.17 1.43 -1.35
H 2.39 2.96 -3.51
H 3.18 3.29 -1.96
H 1.10 4.53 -1.99
H 0.98 3.21 -0.82
H -0.01 2.00 -2.90
H -1.71 4.20 -2.03
H -1.28 2.99 -0.83
H -2.37 2.10 -3.50
H -3.48 2.71 -2.28
H -2.68 0.96 -0.81
H -2.76 -0.17 -3.52
H -4.19 -0.05 -2.49
H -3.42 -2.26 -2.32
H -2.96 -1.50 -0.79
H -1.79 -4.93 -1.51
H -2.65 -3.63 -0.67
H -1.12 -4.26 -0.04
H 3.03 -4.58 -1.45
H 5.06 -3.40 -0.77
H 5.08 -0.89 -0.69
C 1.35 -1.52 2.13
N 1.35 -1.45 0.68
C 1.36 -2.55 0.05
C 0.55 -3.43 -2.18
C 0.72 -4.93 -2.01
C 0.94 -5.47 -3.21
C 0.88 -4.36 -4.17
N 0.66 -3.22 -3.63
C 2.62 -0.91 2.65
C 2.63 0.39 3.16
C 3.81 0.97 3.59
C 5.00 0.26 3.52
C 5.00 -1.03 3.01
C 3.82 -1.61 2.58
H 1.25 -2.56 2.48
H 0.50 -0.96 2.52
H 1.27 -3.52 0.57
H 0.72 -5.45 -1.06
H 1.15 -6.50 -3.44
H 1.02 -4.45 -5.24
H 1.70 0.94 3.20
H 3.81 1.98 3.98
H 5.92 0.72 3.85
H 5.93 -1.59 2.94
H 3.82 -2.61 2.15
C -1.88 5.92 0.75
O -1.93 4.68 1.43
C -2.99 3.86 1.16
C -3.99 4.12 0.24
C -5.03 3.21 0.08
C -5.07 2.05 0.83
C -4.07 1.78 1.75
C -3.02 2.67 1.91
N -2.01 2.53 2.88
C -1.61 1.49 3.61
C -1.73 0.12 3.42
C -1.44 -0.71 4.55
C -1.54 -2.06 4.49
C -1.92 -2.67 3.26
C -2.13 -1.94 2.13
C -1.97 -0.50 2.12
O -1.98 0.15 1.06
H -2.77 6.53 0.97
H -1.80 5.78 -0.33
H -0.99 6.43 1.11
H -3.97 5.03 -0.35
H -5.80 3.42 -0.64
H -5.88 1.35 0.71
H -4.10 0.89 2.36
H -1.62 3.42 3.16
H -1.11 1.79 4.52
H -1.16 -0.23 5.48
H -1.33 -2.68 5.35
H -2.01 -3.75 3.22
H -2.38 -2.41 1.19
*
```

Calculated values
Relative energy (zero: lowest compared OMol25 entry of this formula, charge and spin)   3.4 kcal/mol
Total energy   -2778.899535 a.u.
Frontier orbital gap   0.1751 Ha
E_HOMO   -5.495 eV

***

8.
Below is the ion C4H3ClNO2S with charge -1 in a non-equilibrium geometry, with properties calculated with the ωB97M-V functional and the def2-TZVPD basis.

The geometry in ORCA input format:
```
! wB97M-V def2-TZVPD RIJCOSX def2/J DEFGRID3
* xyz -1 1
C 4.55 -0.65 -0.79
C 3.39 1.18 0.19
C 0.86 0.39 1.38
C 0.46 0.21 -0.15
N 3.67 -0.12 -0.23
O 5.28 -1.38 -1.32
O 4.05 2.08 -0.28
S 2.28 1.45 1.45
Cl 1.13 -1.22 2.04
H 1.33 -0.21 -0.71
H 0.48 1.27 -0.40
H -0.41 -0.32 -0.45
*
```

Calculated values
Relative energy (zero: lowest compared OMol25 entry of this formula, charge and spin)   55.1 kcal/mol
Total energy   -1217.840165 a.u.
Frontier orbital gap   0.2257 Ha
E_HOMO   -2.759 eV

***

9.
Below is a cluster of 8 separate species, H16O8 in total in a non-equilibrium geometry, with properties calculated with the ωB97M-V functional and the def2-TZVPD basis.

The geometry in ORCA input format:
```
! wB97M-V def2-TZVPD RIJCOSX def2/J DEFGRID3
* xyz 0 1
O -1.81 0.85 -1.14
H -2.34 0.34 -0.52
H -1.06 0.27 -1.33
O 0.84 -0.62 -0.01
H 1.23 -1.49 -0.15
H 0.89 -0.20 -0.88
O -6.71 -0.91 -0.68
H -6.81 0.05 -0.60
H -7.58 -1.25 -0.44
O 0.92 2.73 0.11
H 0.04 2.36 -0.05
H 1.12 2.50 1.02
O 2.77 -1.68 1.51
H 1.81 -1.64 1.55
H 2.97 -1.71 0.57
O -0.89 -0.03 2.53
H -1.03 0.28 1.63
H -1.71 0.20 2.99
O 2.40 1.53 -0.70
H 2.09 1.32 0.19
H 3.33 1.76 -0.58
O 3.46 -1.61 -1.94
H 2.52 -1.80 -2.03
H 3.54 -1.23 -1.06
*
```

Calculated values
Relative energy (zero: lowest compared OMol25 entry of this formula, charge and spin)   102.5 kcal/mol
Total energy   -611.419298 a.u.
SMILES   O.O.O.O.O.O.O.O
Frontier orbital gap   0.3521 Ha
E_HOMO   -9.680 eV

***

10.
Below is a structure of composition C25H20F6P2PdS2Sb in a non-equilibrium geometry, with properties calculated with the ωB97M-V functional and the def2-TZVPD basis.

The geometry in ORCA input format:
```
! wB97M-V def2-TZVPD RIJCOSX def2/J DEFGRID3
* xyz 0 4
Pd 2.27 0.96 -0.28
S 1.42 1.98 -2.25
P -0.16 1.34 -1.17
C -0.07 0.05 0.00
P 0.91 -1.11 0.85
S 2.93 -1.10 0.73
C 0.39 -0.85 2.58
C 1.28 -1.02 3.63
C 0.87 -0.77 4.93
C -0.42 -0.34 5.18
C -1.32 -0.17 4.13
C -0.92 -0.43 2.83
C 0.24 -2.70 0.28
C -1.11 -2.78 -0.07
C -1.64 -3.97 -0.52
C -0.82 -5.09 -0.64
C 0.52 -5.01 -0.31
C 1.06 -3.82 0.15
C -0.90 2.68 -0.19
C -1.96 3.44 -0.68
C -2.54 4.40 0.13
C -2.07 4.60 1.43
C -1.01 3.84 1.91
C -0.42 2.89 1.10
C -1.45 0.65 -2.26
C -2.72 0.40 -1.74
C -3.63 -0.34 -2.48
C -3.26 -0.85 -3.72
C -2.00 -0.60 -4.23
C -1.08 0.15 -3.50
H 2.30 -1.34 3.43
H 1.56 -0.91 5.75
H -0.73 -0.12 6.19
H -2.33 0.16 4.33
H -1.61 -0.30 2.01
H -1.73 -1.90 0.01
H -2.68 -4.03 -0.79
H -1.23 -6.02 -1.01
H 1.16 -5.88 -0.41
H 2.11 -3.74 0.39
H -2.31 3.28 -1.69
H -3.36 5.00 -0.24
H -2.54 5.34 2.06
H -0.65 4.00 2.92
H 0.42 2.30 1.46
H -2.99 0.78 -0.76
H -4.62 -0.53 -2.09
H -3.96 -1.44 -4.29
H -1.71 -1.00 -5.20
H -0.09 0.34 -3.89
F 4.31 0.93 -1.38
Sb 6.16 1.39 -2.02
F 5.41 1.55 -3.75
F 7.89 1.80 -2.61
F 6.39 -0.47 -2.29
F 6.69 1.20 -0.21
F 5.71 3.19 -1.68
*
```

Calculated values
Relative energy (zero: lowest compared OMol25 entry of this formula, charge and spin)   15.4 kcal/mol
Total energy   -3411.139028 a.u.
⟨S²⟩   3.77
Frontier orbital gap (spin up / spin down)   0.3138 / 0.2407 Ha
E_HOMO (spin up / spin down)   -8.933 / -9.651 eV

***

11.
Below is the molecule C4H7NOS2 in a non-equilibrium geometry, with properties calculated with the ωB97M-V functional and the def2-TZVPD basis.

The geometry in ORCA input format:
```
! wB97M-V def2-TZVPD RIJCOSX def2/J DEFGRID3
* xyz 0 1
C 2.22 0.17 -0.76
O 1.13 1.12 -0.97
N 0.03 0.68 -0.33
C -0.63 1.05 0.86
C -1.65 -0.12 0.45
S -2.09 -1.42 1.57
C -0.76 -0.40 -0.67
S -0.72 -1.51 -1.87
H 2.41 -0.04 0.34
H 2.98 0.76 -1.09
H 2.01 -0.76 -1.33
H -1.10 2.06 0.88
H 0.02 0.79 1.79
H -2.65 0.24 0.18
H -1.20 -2.63 0.96
*
```

Calculated values
Relative energy (zero: lowest compared OMol25 entry of this formula, charge and spin)   99.6 kcal/mol
Total energy   -1082.836167 a.u.
SMILES   CON1C[C@H](S)C1=S
Frontier orbital gap   0.3369 Ha
E_HOMO   -8.721 eV